# 1
This record from OMol25 describes C12H35AsN5O11P4RuSe as an isolated structure. The level of theory is wB97M-V/def2-TZVPD.

ORCA input file:
```
! RIJCOSX wB97M-V def2-TZVPD def2/J DEFGRID3
* xyz 0 6
Ru 0.457 0.030 0.028
C -4.101 -0.217 -2.386
N -3.173 0.827 -1.968
C -2.217 1.248 -2.996
P -2.882 1.224 -0.416
O -1.461 1.349 0.007
O -3.662 0.072 0.431
P -2.908 -1.332 0.789
O -1.514 -1.303 0.302
N -3.805 -2.475 0.049
C -5.245 -2.428 -0.136
C -3.169 -3.775 -0.191
N -3.045 -1.475 2.414
C -2.316 -0.505 3.228
C -4.282 -1.949 3.019
N -3.685 2.607 -0.075
C -5.055 2.782 -0.535
C -3.368 3.301 1.172
H -4.538 0.074 -3.342
H -4.905 -0.331 -1.666
H -3.600 -1.182 -2.512
H -2.766 1.493 -3.905
H -1.500 0.453 -3.219
H -1.662 2.124 -2.667
H -5.634 -1.452 0.146
H -5.750 -3.186 0.468
H -5.492 -2.615 -1.184
H -2.086 -3.681 -0.131
H -3.431 -4.124 -1.190
H -3.504 -4.515 0.541
H -1.380 -0.239 2.737
H -2.087 -0.955 4.195
H -2.908 0.403 3.398
H -4.669 -2.807 2.480
H -5.055 -1.172 3.060
H -4.065 -2.266 4.040
H -5.169 2.354 -1.527
H -5.275 3.848 -0.593
H -5.780 2.315 0.142
H -2.318 3.159 1.411
H -3.983 2.940 2.003
H -3.554 4.367 1.040
O 1.479 -0.698 -2.076
P 3.010 -0.348 -1.485
O 4.050 -1.065 -2.220
O 2.768 -0.469 0.013
O 3.042 1.238 -1.830
P 2.028 2.426 -1.254
O 0.635 1.853 -2.035
O 3.349 2.715 2.075
O 1.579 1.981 0.185
H 1.424 -1.639 -2.338
H 0.877 1.411 -2.859
C 3.457 1.365 2.389
As 1.758 0.750 3.148
C 0.878 2.308 3.831
C 2.081 -0.471 4.592
O 0.674 -0.043 2.126
H 4.206 1.227 3.168
H 2.771 2.750 1.283
H 3.653 0.715 1.531
H 1.571 2.882 4.443
H 0.006 2.010 4.409
H 0.581 2.901 2.967
H 2.609 0.035 5.398
H 2.685 -1.293 4.207
H 1.128 -0.857 4.946
Se 0.883 -2.884 0.701
C 0.547 -3.307 -1.026
N 0.346 -3.575 -2.138
*
```

Lowest unoccupied orbital energy (spin up / spin down), eV: 0.1 / -1.3
Energy above the lowest of the compared OMol25 structures with the same formula, charge and spin, kcal per mole: 84.7

***

# 2
This record from OMol25 describes C12H35CdN3O5 as an isolated structure. The level of theory is wB97M-V/def2-TZVPD.

ORCA input file:
```
! RIJCOSX wB97M-V def2-TZVPD def2/J DEFGRID3
* xyz 0 1
Cd -32.135 -16.199 -6.663
O -31.097 -17.647 -7.551
H -30.512 -17.559 -8.292
O -31.383 -14.502 -5.961
H -30.893 -14.170 -5.223
C -30.474 -17.119 -2.841
C -31.857 -17.532 -3.309
C -32.878 -16.563 -2.759
O -34.207 -16.832 -3.138
C -35.074 -15.798 -2.723
N -31.911 -17.643 -4.776
H -29.738 -17.730 -3.369
H -30.299 -17.258 -1.777
H -30.275 -16.087 -3.137
H -32.142 -18.516 -2.905
H -32.588 -15.541 -3.049
H -32.773 -16.556 -1.664
H -34.839 -14.887 -3.286
H -34.923 -15.536 -1.670
H -36.109 -16.089 -2.872
H -32.706 -18.235 -4.991
H -31.106 -18.153 -5.138
C -34.853 -18.773 -6.675
C -35.220 -17.311 -7.020
C -36.667 -16.978 -6.626
O -36.890 -15.619 -6.898
C -38.158 -15.277 -7.422
N -34.299 -16.444 -6.189
H -33.817 -18.891 -6.997
H -35.474 -19.496 -7.200
H -34.959 -18.810 -5.591
H -34.984 -17.026 -8.043
H -36.885 -17.245 -5.585
H -37.337 -17.631 -7.206
H -38.153 -14.239 -7.748
H -38.889 -15.313 -6.603
H -38.441 -15.965 -8.220
H -34.859 -15.582 -6.193
H -34.417 -16.668 -5.195
C -34.387 -14.831 -10.386
C -33.338 -15.767 -9.790
C -32.216 -16.141 -10.793
O -31.490 -14.966 -11.131
C -30.093 -14.983 -10.885
N -32.728 -15.109 -8.588
H -33.893 -13.998 -10.889
H -35.205 -14.507 -9.745
H -34.920 -15.345 -11.201
H -33.728 -16.774 -9.595
H -32.657 -16.694 -11.626
H -31.510 -16.811 -10.292
H -29.565 -15.524 -11.679
H -29.821 -15.510 -9.965
H -29.799 -13.938 -10.888
H -31.903 -14.734 -9.062
H -33.276 -14.285 -8.372
*
```

Lowest unoccupied orbital energy, eV: 0.6
Energy above the lowest of the compared OMol25 structures with the same formula, charge and spin, kcal per mole: 21.9

***

# 3
This record from OMol25 describes C12H35IrNO11P2SeSi3 as an isolated structure. The level of theory is wB97M-V/def2-TZVPD.

ORCA input file:
```
! RIJCOSX wB97M-V def2-TZVPD def2/J DEFGRID3
* xyz -1 1
Ir 1.351 1.216 -0.497
C -1.955 -2.610 0.538
O -1.180 -1.435 0.428
Si -1.796 -0.070 -0.403
C -2.053 -0.636 -2.172
C -3.563 0.073 0.265
C -0.768 1.445 -0.106
Si -1.354 2.753 -1.357
C -3.242 2.991 -1.411
C -0.729 4.461 -0.889
C -0.990 2.349 -3.164
Si -1.003 1.986 1.697
C -2.589 2.977 2.025
C 0.287 3.123 2.444
C -1.095 0.500 2.860
H -3.015 -2.395 0.677
H -1.618 -3.176 1.412
H -1.851 -3.239 -0.355
H -2.595 -1.588 -2.162
H -1.107 -0.774 -2.693
H -2.661 0.074 -2.734
H -4.183 -0.749 -0.103
H -4.023 0.994 -0.091
H -3.614 0.078 1.354
H -3.691 3.191 -0.439
H -3.758 2.137 -1.858
H -3.443 3.854 -2.054
H -1.301 4.861 -0.046
H -0.876 5.135 -1.738
H 0.323 4.465 -0.619
H -1.898 2.018 -3.674
H -0.218 1.594 -3.295
H -0.639 3.259 -3.657
H -2.531 3.968 1.570
H -2.635 3.127 3.109
H -3.523 2.511 1.714
H 0.281 4.103 1.962
H 1.303 2.739 2.408
H -0.003 3.259 3.492
H -1.989 -0.104 2.698
H -1.119 0.861 3.893
H -0.225 -0.144 2.736
N 1.117 -2.762 0.590
C 2.432 -2.197 0.114
C 3.497 -3.281 0.125
P 2.804 -0.875 1.359
O 2.415 -1.763 2.691
O 4.222 -0.510 1.421
O 1.635 0.085 1.237
P 2.066 -1.642 -1.618
O 1.221 -2.980 -2.079
O 3.271 -1.522 -2.444
O 0.976 -0.592 -1.484
H 1.213 -3.060 1.562
H 0.847 -3.536 -0.017
H 0.350 -2.029 0.539
H 3.624 -3.693 1.130
H 4.439 -2.836 -0.186
H 3.248 -4.087 -0.569
H 3.148 -1.694 3.313
H 1.654 -3.335 -2.865
O 3.838 4.179 -1.726
Se 2.947 2.943 -1.249
O 1.586 2.500 -2.167
O 3.595 1.440 -1.021
O 2.067 3.068 0.197
*
```

Lowest unoccupied orbital energy, eV: 2.1
Energy above the lowest of the compared OMol25 structures with the same formula, charge and spin, kcal per mole: 12.4

***

# 4
This record from OMol25 describes a 4-piece molecular cluster, C12H35N3O4 overall. The level of theory is wB97M-V/def2-TZVPD.

ORCA input file:
```
! RIJCOSX wB97M-V def2-TZVPD def2/J DEFGRID3
* xyz 0 1
O 0.181 -0.035 0.169
H -0.246 -0.679 -0.430
H 1.045 0.172 -0.256
C -1.779 -0.093 -3.249
C -0.993 -1.402 -3.121
C 0.468 -1.212 -3.511
O 1.014 -2.533 -3.451
C 2.438 -2.479 -3.359
N -1.118 -1.945 -1.756
H -1.460 0.657 -2.525
H -2.845 -0.308 -3.163
H -1.602 0.313 -4.248
H -1.473 -2.158 -3.754
H 0.995 -0.473 -2.898
H 0.592 -0.830 -4.532
H 2.848 -3.456 -3.104
H 2.791 -1.759 -2.621
H 2.818 -2.254 -4.359
H -2.083 -2.241 -1.653
H -0.561 -2.798 -1.813
C 1.692 4.120 -2.817
C 1.423 2.718 -2.313
C 2.637 2.116 -1.581
O 2.369 0.791 -1.158
C 3.340 0.122 -0.380
N 0.361 2.856 -1.286
H 2.483 4.060 -3.569
H 2.015 4.758 -1.995
H 0.772 4.517 -3.237
H 1.082 2.049 -3.104
H 2.969 2.739 -0.742
H 3.539 2.106 -2.215
H 3.482 0.567 0.606
H 4.280 0.051 -0.940
H 2.986 -0.908 -0.317
H 0.749 3.220 -0.415
H 0.173 1.924 -0.900
C -2.679 -1.380 6.526
C -3.136 -0.581 5.329
C -2.174 -0.650 4.160
O -0.874 -0.211 4.515
C -0.056 0.105 3.420
N -4.424 -1.131 4.868
H -2.079 -2.250 6.231
H -3.521 -1.768 7.095
H -1.942 -0.845 7.127
H -3.356 0.449 5.618
H -2.566 -0.143 3.273
H -2.048 -1.717 3.926
H 0.991 0.228 3.698
H -0.378 1.026 2.925
H -0.064 -0.715 2.695
H -4.317 -2.087 4.540
H -4.758 -0.622 4.055
*
```

Structure (SMILES): COC[C@H](C)N.COC[C@H](C)N.COC[C@H](C)N.O
Lowest unoccupied orbital energy, eV: 0.6
Energy above the lowest of the compared OMol25 structures with the same formula, charge and spin, kcal per mole: 19.7

***

# 5
This record from OMol25 describes C12H36AsF6O6 as an isolated structure. The level of theory is wB97M-V/def2-TZVPD.

ORCA input file:
```
! RIJCOSX wB97M-V def2-TZVPD def2/J DEFGRID3
* xyz -1 1
As -0.771 0.334 -0.145
F -2.167 0.852 0.723
F -1.769 -0.638 -1.186
F 0.667 -0.142 -1.026
F 0.208 1.303 0.943
F -0.526 -1.023 0.901
F -0.832 1.686 -1.264
C -0.095 5.075 1.942
C 0.803 4.366 2.964
C -0.117 3.473 3.820
O 1.709 3.525 2.256
H 0.510 5.719 1.290
H -0.835 5.749 2.372
H -0.489 4.324 1.255
H 1.320 5.085 3.598
H 0.314 3.115 4.763
H -0.384 2.545 3.313
H -1.003 4.042 4.112
H 1.137 2.967 1.712
C 2.397 -2.226 4.924
C 1.687 -1.145 4.142
C 2.595 -0.089 3.511
O 0.891 -1.754 3.134
H 1.645 -2.860 5.393
H 3.040 -1.759 5.670
H 3.001 -2.820 4.236
H 0.962 -0.659 4.818
H 3.404 -0.566 2.953
H 3.085 0.529 4.268
H 1.976 0.553 2.887
H 0.592 -1.124 2.470
C -3.567 -4.541 -3.332
C -2.441 -3.931 -2.483
C -1.575 -3.018 -3.339
O -3.004 -3.166 -1.444
H -3.223 -4.838 -4.320
H -4.315 -3.751 -3.494
H -4.169 -5.264 -2.780
H -1.887 -4.801 -2.111
H -2.089 -2.114 -3.658
H -1.162 -3.523 -4.219
H -0.673 -2.745 -2.782
H -2.582 -2.302 -1.356
C 2.286 -3.110 -0.509
O 2.166 -4.498 -0.270
H 3.300 -2.691 -0.459
H 1.886 -2.771 -1.470
H 1.737 -2.517 0.223
H 2.423 -4.911 -1.100
C 1.854 2.497 -3.076
O 0.528 2.990 -3.203
H 2.520 3.266 -2.670
H 1.938 1.606 -2.454
H 2.216 2.274 -4.081
H 0.061 2.704 -2.399
C -2.898 1.653 -3.946
O -1.834 2.280 -4.688
H -3.894 1.931 -4.280
H -2.739 0.575 -4.040
H -2.759 1.939 -2.902
H -1.060 2.337 -4.107
*
```

Lowest unoccupied orbital energy, eV: 2.8
Energy above the lowest of the compared OMol25 structures with the same formula, charge and spin, kcal per mole: 0.0

***

# 6
This record from OMol25 describes C12H36B2CaF8KO6 as an isolated structure. The level of theory is wB97M-V/def2-TZVPD.

ORCA input file:
```
! RIJCOSX wB97M-V def2-TZVPD def2/J DEFGRID3
* xyz 1 1
K 0.223 21.350 -21.068
Ca -1.295 16.395 -21.735
B 1.252 18.526 -23.552
F 2.228 17.568 -23.613
F 1.746 19.457 -22.630
F 1.034 19.012 -24.810
F 0.117 18.151 -22.958
B -0.883 18.545 -19.108
F -1.699 17.946 -18.164
F 0.422 18.025 -18.997
F -1.269 18.226 -20.376
F -0.876 19.914 -19.081
C -2.097 16.655 -12.998
C -1.840 16.976 -14.509
O -2.722 18.000 -14.905
H -3.163 16.464 -12.873
H -1.663 17.527 -12.508
H -1.525 15.743 -12.829
H -1.942 16.213 -15.281
H -0.834 17.372 -14.643
H -2.459 18.293 -15.781
C -2.867 14.870 -18.065
C -1.677 14.422 -18.861
O -1.162 15.462 -19.684
H -3.655 15.348 -18.647
H -2.408 15.589 -17.387
H -3.456 14.129 -17.525
H -1.925 13.478 -19.347
H -1.018 14.065 -18.069
H -1.116 16.211 -19.085
C 2.917 16.163 -20.038
C 2.001 15.185 -20.675
O 1.106 15.896 -21.482
H 2.411 16.890 -19.403
H 3.278 16.916 -20.738
H 3.727 15.650 -19.520
H 1.426 14.551 -20.001
H 2.590 14.451 -21.226
H 1.752 16.462 -21.912
C 1.804 21.153 -16.059
C 0.567 20.335 -15.794
O -0.449 20.916 -16.582
H 1.782 22.184 -15.705
H 2.114 21.092 -17.102
H 2.640 20.725 -15.504
H 0.305 20.218 -14.742
H 0.732 19.306 -16.114
H -0.124 20.665 -17.450
C -4.290 20.388 -17.880
C -3.840 21.362 -16.840
O -4.940 21.652 -16.030
H -3.493 20.055 -18.545
H -5.162 20.668 -18.471
H -4.684 19.529 -17.338
H -3.436 22.249 -17.327
H -2.995 20.934 -16.299
H -5.120 20.845 -15.541
C -4.186 22.057 -21.683
C -3.189 21.400 -22.702
O -2.325 20.496 -21.973
H -4.616 21.218 -21.136
H -4.996 22.515 -22.251
H -3.810 22.817 -20.997
H -2.595 22.158 -23.213
H -3.643 20.916 -23.567
H -2.535 19.666 -22.407
*
```

Lowest unoccupied orbital energy, eV: -4.9
Energy above the lowest of the compared OMol25 structures with the same formula, charge and spin, kcal per mole: 0.0

***

# 7
This record from OMol25 describes a 3-piece molecular cluster, C12H36BN3O7P2 overall. The level of theory is wB97M-V/def2-TZVPD.

ORCA input file:
```
! RIJCOSX wB97M-V def2-TZVPD def2/J DEFGRID3
* xyz 0 1
N 2.766 3.241 -2.329
B 1.715 3.902 -3.091
O 1.786 5.264 -3.491
P 0.109 2.898 -3.548
P -1.494 3.634 -2.266
O -2.890 3.062 -2.993
O -1.530 5.307 -2.231
H 3.386 3.910 -1.901
H 3.288 2.596 -2.897
H 2.072 5.265 -4.397
H -0.132 3.258 -4.918
H -2.941 2.158 -2.700
H -1.780 5.700 -3.069
C -6.535 -2.361 0.331
O -5.608 -1.896 1.295
C -4.715 -2.890 1.780
C -3.303 -2.685 1.250
N -3.217 -2.967 -0.178
C -1.985 -2.510 -0.825
C -1.614 -1.027 -0.761
O -2.442 -0.167 -1.530
C -3.683 0.161 -0.923
H -7.308 -1.602 0.225
H -6.066 -2.507 -0.647
H -7.005 -3.295 0.649
H -5.080 -3.897 1.560
H -4.687 -2.780 2.867
H -2.624 -3.351 1.789
H -3.023 -1.652 1.487
H -4.002 -2.543 -0.649
H -2.069 -2.780 -1.880
H -1.152 -3.090 -0.416
H -0.618 -0.932 -1.202
H -1.527 -0.654 0.265
H -3.601 0.259 0.161
H -4.447 -0.575 -1.181
H -4.017 1.119 -1.325
C 5.223 -1.784 3.273
O 3.997 -1.129 3.541
C 4.098 0.287 3.642
C 3.479 0.983 2.439
N 4.269 0.779 1.231
C 3.597 1.155 -0.017
C 2.266 0.484 -0.371
O 2.357 -0.889 -0.723
C 2.447 -1.791 0.364
H 5.077 -2.846 3.465
H 5.526 -1.668 2.227
H 6.021 -1.418 3.924
H 5.133 0.604 3.797
H 3.528 0.575 4.529
H 3.414 2.055 2.648
H 2.458 0.596 2.337
H 4.538 -0.192 1.171
H 4.301 0.938 -0.825
H 3.449 2.235 -0.009
H 1.892 0.984 -1.264
H 1.501 0.632 0.400
H 1.850 -1.465 1.219
H 3.486 -1.940 0.664
H 2.066 -2.756 0.026
*
```

Structure (SMILES): NB(O)[PH]#P(O)O.COCCNCCOC.COCCNCCOC
Lowest unoccupied orbital energy, eV: 0.3

***

# 8
This record from OMol25 describes a 4-piece molecular cluster, C12H36BN4O5 overall. The level of theory is wB97M-V/def2-TZVPD.

ORCA input file:
```
! RIJCOSX wB97M-V def2-TZVPD def2/J DEFGRID3
* xyz -1 1
B 0.908 -0.445 2.597
O -0.390 -0.716 1.779
N -1.462 -0.948 2.530
O -2.372 -0.193 2.320
H 0.988 -1.138 3.609
H 0.992 0.740 2.907
H 1.835 -0.712 1.854
C -0.156 3.541 1.613
C 0.395 3.782 3.013
C 0.007 5.139 3.613
O 0.715 6.258 3.102
C 0.239 6.757 1.872
N 1.837 3.565 2.986
H 0.416 4.080 0.854
H -0.091 2.478 1.380
H -1.203 3.844 1.538
H -0.037 3.016 3.663
H 0.242 5.118 4.681
H -1.075 5.310 3.525
H -0.850 6.664 1.797
H 0.703 6.249 1.022
H 0.504 7.814 1.821
H 2.208 3.585 3.931
H 2.294 4.350 2.529
C 2.800 -2.979 -3.330
C 1.747 -3.084 -2.229
C 1.756 -1.906 -1.248
O 2.793 -1.933 -0.303
C 4.054 -1.465 -0.709
N 1.900 -4.369 -1.539
H 3.796 -3.230 -2.964
H 2.570 -3.675 -4.139
H 2.831 -1.972 -3.750
H 0.766 -3.083 -2.713
H 0.838 -1.950 -0.656
H 1.743 -0.942 -1.781
H 3.966 -0.654 -1.441
H 4.675 -2.266 -1.127
H 4.554 -1.080 0.180
H 1.133 -4.470 -0.880
H 2.723 -4.294 -0.946
C -4.553 -1.777 -2.324
C -3.355 -0.966 -1.834
C -2.001 -1.569 -2.232
O -1.602 -2.688 -1.472
C -2.165 -3.923 -1.860
N -3.485 -0.762 -0.391
H -4.721 -2.660 -1.708
H -5.458 -1.172 -2.271
H -4.421 -2.099 -3.360
H -3.408 0.017 -2.314
H -1.232 -0.814 -2.050
H -1.970 -1.807 -3.307
H -2.309 -3.977 -2.944
H -3.116 -4.110 -1.354
H -1.469 -4.707 -1.559
H -2.762 -0.130 -0.055
H -3.268 -1.639 0.075
*
```

Lowest unoccupied orbital energy, eV: 2.9
Energy above the lowest of the compared OMol25 structures with the same formula, charge and spin, kcal per mole: 2.2

***

Summary of total energy in eV
-208914.93855; -32281.64068; -147429.73411; -25670.24793; -102461.57719; -83177.59600; -51083.57946; -29899.14903
(order as listed above)